# 1
{
  "formula": "C24H37ClGdN2O3",
  "method": "ωB97M-V/def2-TZVPD",
  "species": ["Gd", "Cl", "N", "N", "C", "C", "C", "C", "C", "C", "H", "H", "H", "H", "H", "H", "C", "C", "C", "C", "H", "H", "H", "H", "H", "H", "O", "H", "H", "O", "H", "H", "C", "C", "C", "H", "H", "C", "C", "H", "C", "C", "C", "C", "H", "C", "H", "H", "H", "H", "H", "H", "H", "H", "C", "C", "C", "C", "O", "H", "H", "H", "H", "H", "H", "H", "H", "H"],
  "positions_angstrom": [[-0.239, -0.230, -0.469], [2.488, -0.215, -0.068], [-0.248, -2.084, 0.698], [-0.220, 1.851, -1.172], [0.454, -3.155, 0.277], [0.138, 2.168, -2.433], [-0.685, -2.261, 2.080], [0.144, -3.489, 2.489], [-2.185, -2.492, 2.034], [-0.409, -1.054, 2.945], [-2.438, -3.037, 1.114], [-2.729, -1.532, 2.030], [-2.468, -3.081, 2.917], [0.671, -0.974, 3.101], [-0.909, -1.092, 3.927], [-0.707, -0.102, 2.468], [-0.526, 3.075, -0.421], [-0.690, 4.084, -1.550], [0.664, 3.463, 0.420], [-1.755, 2.849, 0.476], [-2.585, 2.483, -0.137], [-2.036, 3.814, 0.926], [-1.577, 2.128, 1.302], [1.596, 3.453, -0.185], [0.765, 2.665, 1.136], [0.508, 4.405, 0.999], [-0.056, 3.437, -2.727], [-0.164, 5.023, -1.362], [-1.768, 4.191, -1.770], [0.609, -4.078, 1.206], [-0.438, -4.241, 3.030], [1.076, -3.187, 3.015], [0.988, -3.287, -1.085], [0.622, 1.184, -3.413], [0.074, -0.228, -3.241], [1.723, 1.140, -3.310], [0.369, 1.579, -4.422], [0.807, -1.163, -2.466], [0.265, -2.422, -2.108], [1.778, -0.855, -2.030], [-0.945, -2.823, -2.713], [-1.589, -1.944, -3.576], [-1.548, -4.157, -2.380], [-1.138, -0.658, -3.827], [-2.541, -2.273, -4.054], [-1.944, 0.298, -4.659], [-2.790, -0.238, -5.116], [-1.365, 0.763, -5.465], [-2.366, 1.103, -4.040], [-0.837, -4.985, -2.477], [-2.398, -4.355, -3.052], [-1.943, -4.171, -1.353], [0.928, -4.362, -1.360], [2.050, -2.980, -1.059], [2.487, 0.404, 3.388], [1.720, 1.411, 2.554], [0.678, 2.114, 3.491], [2.877, 2.334, 2.070], [0.807, 0.938, 1.606], [3.288, 0.993, 3.909], [2.987, -0.336, 2.691], [1.855, -0.121, 4.150], [1.214, 2.603, 4.271], [0.010, 2.803, 2.950], [-0.009, 1.317, 3.881], [3.589, 1.706, 1.506], [2.656, 3.192, 1.452], [3.358, 2.692, 2.994]],
  "mulliken_charge": [-0.366, -0.520, 0.145, 0.196, 0.822, 0.659, 2.173, -0.748, -1.340, -1.589, 0.263, 0.305, 0.309, -0.019, 0.290, -0.277, 1.964, -0.837, -0.696, -1.752, 0.458, 0.411, 0.060, 0.546, -1.016, 0.310, -0.460, 0.296, 0.378, -0.500, 0.276, 0.378, -1.810, -1.546, 0.246, 0.323, 0.265, -0.465, -0.096, 0.844, 1.544, -1.163, -1.656, 1.485, 0.101, -1.696, 0.420, 0.304, 0.201, 0.302, 0.427, 0.177, 0.350, 0.372, -1.850, 1.355, -1.362, -1.677, 0.253, 0.501, 0.231, 0.480, 0.504, 0.184, 0.185, 0.261, 0.348, 0.537],
  "total_energy_ha": -2497.72882,
  "total_charge": -1,
  "homo_lumo_gap_ha": [0.131, 0.157],
  "spin_multiplicity": 8,
  "homo_energy_ev": [-0.95, -1.50],
  "relative_energy_kj_mol": 310.2
}

# 2
{
  "formula": "C25H27CuN6OS",
  "method": "ωB97M-V/def2-TZVPD",
  "species": ["Cu", "C", "O", "C", "C", "C", "C", "C", "C", "C", "N", "C", "C", "N", "C", "C", "C", "C", "N", "C", "C", "N", "C", "C", "C", "C", "H", "H", "H", "H", "H", "H", "H", "H", "H", "H", "H", "H", "H", "H", "C", "N", "C", "C", "S", "N", "C", "C", "H", "H", "H", "H", "H", "H", "H", "H", "H", "H", "H", "H", "H"],
  "positions_angstrom": [[4.359, -0.370, -0.355], [-8.674, -0.574, -4.097], [-7.783, 0.534, -4.069], [-6.503, 0.291, -3.656], [-5.673, 1.411, -3.634], [-4.339, 1.300, -3.230], [-3.803, 0.066, -2.838], [-4.646, -1.055, -2.864], [-5.984, -0.943, -3.270], [-2.397, -0.002, -2.419], [-1.559, 1.018, -2.356], [-0.356, 0.513, -1.914], [-0.452, -0.852, -1.701], [-1.750, -1.153, -2.028], [0.639, -1.618, -1.245], [0.525, -3.003, -1.034], [1.633, -3.706, -0.583], [2.802, -3.001, -0.364], [2.932, -1.670, -0.562], [1.872, -0.961, -0.999], [1.992, 0.413, -1.207], [3.169, 1.034, -0.972], [3.259, 2.368, -1.182], [2.215, 3.156, -1.628], [0.999, 2.539, -1.876], [0.878, 1.155, -1.666], [-9.648, -0.212, -4.441], [-8.810, -0.997, -3.096], [-8.333, -1.337, -4.805], [-6.064, 2.380, -3.933], [-3.714, 2.193, -3.222], [-4.291, -2.038, -2.571], [-6.593, -1.842, -3.271], [-2.164, -2.070, -1.988], [-0.402, -3.536, -1.212], [1.592, -4.774, -0.407], [3.700, -3.500, -0.012], [4.235, 2.798, -0.971], [2.347, 4.221, -1.778], [0.150, 3.121, -2.228], [3.995, 1.346, 5.536], [4.090, 0.308, 4.514], [5.390, -0.353, 4.441], [3.194, 0.304, 3.431], [3.684, 0.022, 1.840], [1.857, 0.556, 3.783], [1.285, -0.054, 4.981], [0.870, 1.004, 2.804], [4.847, 2.025, 5.425], [4.033, 0.874, 6.522], [3.084, 1.943, 5.447], [5.711, -0.621, 5.452], [6.118, 0.331, 3.994], [5.329, -1.269, 3.847], [2.035, -0.548, 5.603], [0.557, -0.812, 4.675], [0.777, 0.722, 5.562], [1.326, 1.672, 2.068], [0.078, 1.554, 3.321], [0.443, 0.133, 2.299], [5.937, -0.434, 0.142]],
  "mulliken_charge": [-1.015, -0.815, -0.452, 0.833, -0.488, -0.464, 0.340, -0.734, -0.607, 0.210, -0.826, 0.514, 0.185, -0.174, 0.378, -0.605, -0.787, -0.472, -0.760, 1.109, 0.852, -0.686, -0.381, -0.746, -0.666, 0.602, 0.241, 0.333, 0.331, 0.403, 0.461, 0.233, 0.375, 0.160, 0.352, 0.441, 0.493, 0.508, 0.439, 0.517, -1.111, 0.198, -0.974, -0.035, 0.180, 0.212, -1.118, -1.048, 0.362, 0.325, 0.346, 0.303, 0.344, 0.330, 0.348, 0.368, 0.322, 0.290, 0.326, 0.360, 0.037],
  "total_energy_ha": -3411.24998,
  "homo_lumo_gap_ha": 0.200,
  "spin_multiplicity": 1,
  "homo_energy_ev": -5.75
}

# 3
{
  "formula": "C55H49AsBr2ILuN6O12P",
  "method": "ωB97M-V/def2-TZVPD",
  "species": ["Lu", "O", "C", "O", "C", "C", "C", "C", "C", "C", "O", "N", "O", "O", "N", "O", "O", "H", "H", "Br", "C", "C", "C", "Br", "C", "C", "C", "C", "N", "C", "C", "O", "H", "H", "H", "H", "O", "H", "H", "O", "H", "H", "O", "H", "H", "I", "C", "C", "As", "C", "C", "C", "C", "C", "C", "C", "C", "C", "C", "C", "C", "P", "C", "C", "C", "C", "C", "C", "C", "C", "C", "C", "C", "C", "H", "H", "H", "H", "H", "H", "H", "H", "H", "H", "H", "H", "H", "H", "H", "H", "H", "H", "H", "H", "H", "H", "H", "H", "C", "C", "C", "C", "C", "N", "C", "O", "N", "C", "C", "C", "C", "N", "C", "C", "C", "H", "H", "H", "H", "H", "H", "H", "H", "H", "H", "H", "H", "H"],
  "positions_angstrom": [[0.737, -0.268, -1.107], [-2.045, -0.204, -4.388], [-0.954, 0.013, -3.894], [-0.747, 0.213, -2.639], [0.264, 0.162, -4.797], [0.034, 0.423, -6.120], [1.098, 0.674, -7.002], [2.397, 0.674, -6.527], [2.657, 0.377, -5.200], [1.600, 0.086, -4.256], [1.837, -0.190, -3.047], [4.010, 0.419, -4.797], [4.375, -0.257, -3.838], [4.777, 1.146, -5.406], [0.865, 0.949, -8.375], [1.835, 1.090, -9.103], [-0.289, 1.040, -8.756], [-0.986, 0.442, -6.481], [3.220, 0.878, -7.198], [-0.797, 2.926, 2.755], [0.648, 3.305, 1.583], [1.268, 4.543, 1.670], [2.363, 4.799, 0.888], [3.140, 6.537, 0.960], [2.913, 3.805, 0.057], [4.115, 3.961, -0.660], [4.579, 2.922, -1.417], [3.841, 1.732, -1.458], [2.717, 1.543, -0.803], [2.242, 2.556, -0.046], [1.019, 2.303, 0.681], [0.334, 1.233, 0.494], [0.878, 5.288, 2.348], [4.665, 4.890, -0.594], [5.499, 2.987, -1.978], [4.213, 0.900, -2.037], [2.932, 0.333, 2.213], [2.159, -0.234, 2.314], [3.203, 0.234, 1.295], [0.463, -1.068, 1.608], [-0.157, -1.806, 1.724], [-0.035, -0.258, 1.804], [0.358, 2.551, -2.113], [-0.122, 1.881, -2.635], [-0.331, 3.071, -1.687], [-0.011, -3.049, -1.241], [-4.233, -1.243, -0.859], [-5.377, -0.479, -0.209], [-7.073, -1.486, 0.133], [-6.335, -3.070, 1.037], [-6.669, -4.334, 0.562], [-6.211, -5.475, 1.198], [-5.413, -5.367, 2.322], [-5.083, -4.113, 2.809], [-5.539, -2.975, 2.171], [-7.522, -0.547, 1.814], [-8.147, -1.237, 2.850], [-8.415, -0.621, 4.059], [-8.072, 0.706, 4.256], [-7.502, 1.419, 3.217], [-7.240, 0.800, 2.007], [-2.579, -0.370, -0.625], [-2.752, -0.426, 1.215], [-2.422, -1.676, 1.741], [-2.496, -1.924, 3.099], [-2.923, -0.922, 3.956], [-3.277, 0.314, 3.442], [-3.200, 0.562, 2.079], [-3.097, 1.317, -1.103], [-3.939, 1.530, -2.192], [-4.332, 2.815, -2.520], [-3.864, 3.903, -1.801], [-2.952, 3.705, -0.778], [-2.571, 2.419, -0.440], [-4.403, -1.399, -1.926], [-4.106, -2.229, -0.399], [-5.643, 0.389, -0.822], [-5.062, -0.101, 0.766], [-7.297, -4.419, -0.319], [-6.479, -6.449, 0.815], [-5.052, -6.255, 2.821], [-4.469, -4.021, 3.693], [-5.278, -2.001, 2.566], [-8.413, -2.279, 2.711], [-8.886, -1.179, 4.857], [-8.255, 1.181, 5.211], [-7.254, 2.462, 3.354], [-6.806, 1.380, 1.202], [-2.137, -2.468, 1.058], [-2.241, -2.904, 3.476], [-2.986, -1.106, 5.019], [-3.632, 1.094, 4.098], [-3.500, 1.529, 1.701], [-4.269, 0.701, -2.799], [-5.009, 2.974, -3.348], [-4.194, 4.901, -2.048], [-2.547, 4.548, -0.235], [-1.855, 2.244, 0.345], [6.007, 0.716, 4.438], [6.595, 0.137, 3.189], [6.136, 0.552, 1.944], [6.634, 0.004, 0.778], [7.599, -0.997, 0.838], [8.135, -1.607, -0.307], [7.625, -1.718, -1.581], [8.369, -1.819, -2.534], [6.257, -1.741, -1.731], [5.266, -2.057, -0.818], [5.448, -2.861, 0.307], [4.367, -3.062, 1.145], [3.165, -2.436, 0.871], [2.966, -1.693, -0.219], [3.980, -1.565, -1.062], [8.088, -1.392, 2.079], [7.585, -0.836, 3.238], [5.756, 1.766, 4.298], [6.695, 0.619, 5.276], [5.083, 0.188, 4.683], [5.370, 1.310, 1.889], [6.282, 0.360, -0.177], [9.131, -1.782, -0.268], [5.932, -1.480, -2.658], [6.395, -3.340, 0.496], [4.448, -3.705, 2.005], [2.321, -2.556, 1.533], [3.774, -1.066, -1.998], [8.860, -2.146, 2.128], [7.960, -1.172, 4.195]],
  "mulliken_charge": [0.834, -0.724, -0.036, 0.792, -0.104, -0.332, -0.796, -0.448, -0.290, 0.622, -0.097, 0.822, -0.604, -0.638, 1.032, -0.659, -0.646, 0.655, 0.631, -0.165, 0.093, -0.476, -0.052, -0.276, 0.817, -1.486, -1.458, -0.237, 0.982, -0.223, 0.110, 1.640, 0.458, 0.299, 0.623, 0.417, -0.485, 0.256, -0.052, -0.567, 0.277, 0.059, -0.795, 0.159, 0.213, -0.579, -1.441, 0.021, 0.121, 0.031, -0.647, -0.567, -0.632, -0.646, 0.439, 0.035, -0.200, -0.571, -0.529, -0.574, -0.165, -0.739, 3.830, -2.858, -0.602, -0.929, -0.948, -0.896, 2.045, -0.732, -0.708, -0.955, -0.510, -1.116, 0.760, 0.644, 0.729, -0.462, 0.345, 0.398, 0.391, 0.461, 0.367, 0.409, 0.394, 0.392, 0.410, 0.381, 0.357, 0.598, 0.418, 0.555, 0.625, 0.449, 0.450, 0.414, 0.534, -0.041, -1.478, 0.718, -0.124, -0.026, -0.447, -0.028, 0.207, -0.701, 0.031, -0.558, -0.274, -1.173, -0.393, 0.584, -0.724, -0.493, -0.804, 0.370, 0.436, 0.201, 0.269, 0.678, 0.261, 0.191, 0.563, 0.469, 0.375, 0.983, 0.435, 0.353],
  "total_energy_ha": -12615.35566,
  "total_charge": -1,
  "homo_lumo_gap_ha": 0.266,
  "spin_multiplicity": 1,
  "homo_energy_ev": -5.70,
  "relative_energy_kj_mol": 37.7
}

# 4
{
  "formula": "C2H10O2S",
  "method": "ωB97M-V/def2-TZVPD",
  "species": ["C", "S", "C", "H", "H", "H", "H", "H", "H", "H", "H", "O", "H", "H", "O"],
  "positions_angstrom": [[0.570, 0.445, 1.202], [0.164, -1.286, 0.919], [1.564, -2.187, 0.191], [0.577, 0.629, 2.277], [-0.353, 0.914, 0.872], [1.400, 0.960, 0.798], [2.500, -1.783, 0.592], [1.327, -3.203, 0.456], [1.712, -2.017, -0.867], [-1.766, 3.637, 0.689], [-0.951, 2.923, -0.350], [-1.077, 2.950, 0.620], [-2.327, -0.042, -2.482], [-1.584, -1.208, -2.055], [-1.757, -0.732, -2.861]],
  "mulliken_charge": [-1.539, 0.064, -1.023, 0.249, 0.255, 0.501, 0.297, 0.258, 0.352, 0.470, 0.470, -1.200, 0.471, 0.283, -0.908],
  "total_energy_ha": -630.79791,
  "total_charge": -1,
  "homo_lumo_gap_ha": [0.085, 0.311],
  "spin_multiplicity": 2,
  "homo_energy_ev": [0.80, -5.35],
  "relative_energy_kj_mol": 46.1
}